Entry 1:
Computed, not measured: C34H28BrCl2FN3O3S2Ti as an isolated structure, with ωB97M-V with the def2-TZVPD basis set.

Geometry as XYZ:
```
75
Properties=species:S:1:pos:R:3:forces:R:3:mulliken_charge:R:1
Ti -0.04403 0.81273 0.44822 0.113 -0.262 0.067 -0.68
O 3.36375 -3.34209 -3.10242 -0.005 0.006 -0.005 -0.56
C 2.68253 -2.46597 -2.34962 0.022 -0.032 -0.004 0.32
C 2.34423 -1.18313 -2.77357 0.009 0.030 -0.024 -0.88
C 1.61223 -0.38923 -1.92552 0.013 -0.120 0.048 -0.86
N 1.20045 -0.77299 -0.70340 -0.056 0.092 -0.013 2.07
C 1.57758 -1.98818 -0.30448 -0.038 0.045 0.024 -0.20
Br 1.15261 -2.54391 1.44265 0.032 -0.055 0.007 -0.03
C 2.30024 -2.87077 -1.07996 0.006 0.000 0.023 -0.96
H 3.60901 -2.95184 -3.95000 0.002 0.003 0.006 0.35
H 2.63550 -0.80973 -3.74695 -0.001 0.006 0.002 0.50
H 1.33132 0.60650 -2.23454 0.012 0.005 -0.007 0.18
H 2.56912 -3.84795 -0.70883 0.006 0.008 0.004 0.54
O 0.01067 0.39688 2.20377 -0.013 0.002 -0.033 1.12
C -0.42238 0.64229 3.43671 0.018 -0.063 -0.001 0.16
C -0.05674 -0.19577 4.48894 0.015 -0.011 -0.021 -0.62
C -0.49394 0.08537 5.76725 -0.018 0.034 0.013 -0.76
C -1.29540 1.20058 6.01115 0.016 -0.031 -0.016 -1.03
C -1.65380 2.02604 4.96632 0.003 0.010 -0.010 -0.94
C -1.22259 1.76043 3.66273 -0.053 0.079 0.000 0.75
C -1.59111 2.60130 2.53074 0.040 -0.069 0.060 0.34
N -1.27881 2.42740 1.23930 -0.122 0.005 0.020 0.81
C -1.91188 3.45113 0.54824 0.100 0.041 -0.033 -0.52
C -2.56955 4.24750 1.41583 -0.067 -0.058 0.048 -1.04
N -2.36523 3.69247 2.65896 0.029 0.065 -0.047 -0.06
H 0.57919 -1.04401 4.27445 -0.002 -0.003 0.013 0.44
H -0.20838 -0.56172 6.58581 0.001 -0.003 0.000 0.46
H -1.63490 1.41997 7.01339 0.001 -0.003 0.003 0.42
H -2.27797 2.88545 5.17776 0.002 -0.003 0.009 0.37
H -1.85109 3.52646 -0.51886 0.020 0.002 -0.014 0.46
H -3.16126 5.13215 1.26816 -0.008 -0.006 -0.004 0.44
H -2.73589 4.04083 3.52539 0.005 0.002 0.004 0.16
Cl 0.84477 3.72196 -1.30524 -0.035 0.146 -0.098 -0.15
C 0.37685 3.19458 -2.89556 -0.052 -0.097 0.119 1.10
C 0.90587 3.88259 -3.97312 0.000 -0.005 -0.030 -0.81
C 0.56539 3.49808 -5.25830 0.004 0.005 0.021 -0.43
C -0.29618 2.43160 -5.44651 0.001 0.006 -0.006 -0.76
C -0.80982 1.75642 -4.35228 -0.024 -0.017 -0.033 0.47
Cl -1.89260 0.43731 -4.67902 -0.003 0.017 -0.001 -0.23
C -0.49874 2.10796 -3.03017 0.114 0.044 0.023 -0.98
S -1.22466 1.21668 -1.69674 -0.004 0.096 -0.075 -0.04
H 1.57418 4.71284 -3.79426 0.001 0.002 -0.005 0.46
H 0.96630 4.02918 -6.11012 0.005 0.005 0.003 0.40
H -0.58130 2.11572 -6.44003 -0.003 -0.001 0.002 0.45
F 5.53582 -1.77387 3.47439 -0.008 0.009 -0.006 -0.36
C 4.69029 -0.97301 2.79957 0.013 -0.003 -0.016 0.43
C 4.75565 -0.93770 1.42173 0.000 -0.023 0.025 -0.84
C 3.87129 -0.11691 0.73881 -0.016 0.026 -0.036 0.07
C 2.92094 0.65467 1.40856 0.003 0.037 0.039 0.06
C 1.94667 1.49085 0.65751 -0.031 0.001 -0.115 -1.65
C 2.92333 0.61964 2.80350 -0.003 -0.020 0.029 -0.15
C 3.79714 -0.19249 3.50733 -0.008 0.022 0.000 -1.05
H 5.49329 -1.53588 0.90394 -0.001 0.000 -0.001 0.48
H 3.93113 -0.06850 -0.34331 -0.008 -0.010 0.001 0.49
H 2.32889 1.74839 -0.32974 -0.012 0.009 0.002 0.77
H 1.71080 2.42044 1.19411 -0.002 0.019 0.004 0.68
H 2.22833 1.24167 3.35392 0.012 -0.002 -0.001 0.66
H 3.80263 -0.21879 4.58879 -0.003 0.000 0.000 0.49
C -3.37523 -2.42106 0.59496 -0.011 -0.015 0.013 -1.18
S -2.36192 -1.52364 -0.55950 0.095 0.141 -0.102 0.50
O -1.41093 -0.78807 0.39187 -0.028 -0.033 0.040 0.11
C -1.45905 -2.84231 -1.34428 -0.060 0.006 0.108 0.51
C -1.18201 -4.06096 -0.73476 0.045 -0.028 -0.007 -0.29
C -0.48549 -5.02476 -1.44470 0.013 0.009 -0.014 -0.81
C -0.06826 -4.76860 -2.74623 -0.027 -0.010 0.004 -0.60
C -0.34586 -3.54805 -3.34331 -0.037 0.010 -0.016 -0.52
C -1.04900 -2.57701 -2.64443 0.038 -0.034 -0.020 -0.01
H -2.74755 -2.91042 1.33622 -0.016 -0.009 0.002 0.29
H -3.98427 -3.13324 0.04068 -0.017 -0.011 0.028 0.45
H -4.00684 -1.67733 1.07601 -0.012 -0.017 0.007 0.45
H -1.49389 -4.26987 0.27864 -0.003 0.016 -0.007 0.29
H -0.26923 -5.97816 -0.98161 0.000 -0.006 -0.005 0.44
H 0.47031 -5.52882 -3.29673 0.006 0.001 0.002 0.44
H -0.02988 -3.35084 -4.35949 0.005 -0.007 -0.004 0.48
H -1.27514 -1.61990 -3.09773 -0.014 0.007 0.007 0.16
```
Positions in Å, forces in eV/Å.

Properties
E_HOMO in hartree: -0.38079
Orbital gap in eV: 7.44
Largest force on an atom in eV Å⁻¹: 0.3
DFT total energy in a.u.: -6942.46252
Charge: +1
Energy relative to the best compared isomer or geometry (same formula, charge and spin) in kJ/mol: 64.5

=====

Entry 2:
Computed, not measured: a 2-piece molecular cluster, C3H9NO overall, with ωB97M-V with the def2-TZVPD basis set.

Geometry as XYZ:
```
14
Properties=species:S:1:pos:R:3:forces:R:3:mulliken_charge:R:1
C -2.86898 1.50866 3.07501 0.409 -0.156 -0.107 -0.07
O -2.01367 1.11656 2.32966 -0.014 0.012 -0.086 -0.38
H -3.27373 2.52996 2.97888 -0.161 -0.048 0.121 0.22
H -3.23462 0.85255 3.88305 -0.213 0.174 0.056 0.22
C 1.42005 -0.78870 -2.35384 -0.404 -0.028 0.533 -1.08
C 1.39814 -0.86613 -0.82196 -0.006 0.085 -0.618 -0.25
N 0.55429 0.19217 -0.28496 -0.076 0.084 0.106 -0.59
H 2.06590 -1.55716 -2.77468 0.218 0.152 -0.086 0.32
H 1.71787 0.22533 -2.62260 0.132 -0.180 -0.269 0.31
H 0.41807 -0.97104 -2.75241 0.002 0.098 0.006 0.28
H 2.41129 -0.67730 -0.46815 0.041 -0.201 0.144 0.34
H 1.08312 -1.87315 -0.52367 0.154 -0.015 0.161 0.25
H 0.75018 0.35277 0.69405 -0.109 -0.020 0.023 0.22
H -0.42790 -0.04451 -0.35836 0.027 0.044 0.016 0.21
```
Positions in Å, forces in eV/Å.

Properties
E_HOMO in hartree: -0.32894
SMILES: C=O.CCN
Orbital gap in eV: 9.74
Largest force on an atom in eV Å⁻¹: 0.7
DFT total energy in a.u.: -249.65447
Energy relative to the best compared isomer or geometry (same formula, charge and spin) in kJ/mol: 155.5

=====

Entry 3:
Computed, not measured: a 3-piece molecular cluster, C4H11NO2 overall in a non-equilibrium geometry, with ωB97M-V with the def2-TZVPD basis set.

Geometry as XYZ:
```
18
Properties=species:S:1:pos:R:3:forces:R:3:mulliken_charge:R:1
C 0.47591 -2.27205 0.27391 -1.726 0.122 -0.468 -0.30
N 0.43662 -1.05570 -0.02300 1.729 0.312 -3.053 -0.48
C -0.57014 -0.16580 -0.19174 -1.292 -0.519 2.925 0.10
C -0.53817 1.06748 0.37035 -0.113 0.729 -1.198 -0.36
C -1.70888 1.87747 0.85919 0.222 0.023 -1.283 -1.01
H -0.34025 -2.70070 0.86792 -0.066 -0.331 0.001 0.29
H 1.08552 -2.95307 -0.31362 1.047 0.030 0.931 0.25
H -1.50248 -0.63510 -0.52562 -0.215 0.050 0.428 0.35
H 0.31463 1.70466 0.12894 0.651 -0.646 1.147 0.33
H -1.67243 2.78472 0.24869 -0.535 0.239 0.301 0.27
H -1.57537 2.16959 1.89853 0.097 -0.043 0.092 0.24
H -2.67900 1.38782 0.75996 0.085 -0.051 -0.049 0.35
O 1.46352 -0.36783 -4.06477 -0.360 0.118 0.022 -0.63
H 2.22551 -0.01046 -4.52583 0.140 -0.179 0.048 0.31
H 1.70124 -1.23419 -3.72442 0.210 0.077 -0.063 0.31
O 1.33555 -0.00181 2.75287 -0.546 -0.008 -0.121 -0.66
H 0.77624 -0.21990 1.98783 0.459 0.060 0.185 0.32
H 0.77196 0.62484 3.22082 0.213 0.016 0.154 0.32
```
Positions in Å, forces in eV/Å.

Properties
E_HOMO in hartree: -0.28766
SMILES: C=N/C=C/C.O.O
Orbital gap in eV: 8.07
Largest force on an atom in eV Å⁻¹: 3.5
DFT total energy in a.u.: -364.12392
Energy relative to the best compared isomer or geometry (same formula, charge and spin) in kJ/mol: 378.7

=====

Entry 4:
Computed, not measured: C12H36GaN3O4P as an isolated structure, with ωB97M-V with the def2-TZVPD basis set.

Geometry as XYZ:
```
57
Properties=species:S:1:pos:R:3:forces:R:3:mulliken_charge:R:1
N -6.38167 8.09782 2.82156 -0.017 0.022 0.327 -0.84
P -4.99079 7.79747 3.57246 -0.490 0.039 -0.592 0.14
Ga -3.13405 7.46678 2.13001 0.523 0.046 -0.255 0.15
H -6.21452 8.06381 1.82525 0.022 -0.017 -0.163 0.25
H -5.14771 6.72553 4.49011 0.109 -0.005 0.206 0.01
H -4.73131 8.80474 4.53639 0.123 -0.043 0.201 0.00
H -1.87151 6.82408 2.88094 -0.092 0.042 0.088 -0.22
H -2.77447 8.92867 1.56658 -0.071 0.002 0.079 -0.27
H -3.69156 6.54812 0.94171 -0.077 -0.053 0.096 -0.20
C 1.44987 0.05337 2.98232 0.002 0.000 -0.023 -0.74
O 1.28878 0.44776 1.64029 0.026 0.053 0.044 -0.38
C 0.32848 -0.30773 0.91093 0.102 -0.171 -0.126 -0.59
C -0.87485 0.52767 0.55705 -0.087 0.147 0.019 -0.23
N -1.65548 0.86004 1.73571 0.070 0.037 0.058 -0.35
C -2.75573 1.79123 1.49654 -0.095 -0.154 0.027 -0.79
C -2.41586 3.19978 1.03884 -0.104 0.118 -0.217 -0.48
O -1.75099 3.96487 2.00870 0.023 -0.123 0.230 -0.34
C -0.35008 3.87532 2.03624 0.035 0.128 0.054 -0.65
H 2.26579 0.64361 3.39414 0.022 0.023 0.020 0.26
H 0.55021 0.23351 3.58125 -0.009 -0.044 -0.007 0.32
H 1.71052 -1.00899 3.05626 -0.007 -0.004 0.026 0.34
H 0.02148 -1.18587 1.48764 -0.038 -0.008 0.038 0.45
H 0.80420 -0.65407 -0.01040 0.023 -0.005 0.017 0.16
H -1.50581 -0.05077 -0.12595 -0.014 0.025 -0.039 0.38
H -0.51785 1.41291 0.01071 -0.011 -0.045 -0.044 0.16
H -1.04023 1.25888 2.43338 0.006 0.048 0.008 0.13
H -3.32168 1.87939 2.42555 -0.029 -0.016 0.021 0.40
H -3.42583 1.33968 0.75617 0.000 -0.007 -0.008 0.40
H -3.35422 3.72465 0.84444 0.000 0.023 -0.028 0.44
H -1.84691 3.20380 0.09862 0.017 -0.052 0.017 0.27
H 0.06084 3.67754 1.04042 0.030 -0.024 -0.006 0.29
H 0.00985 3.09980 2.72690 -0.003 -0.006 -0.090 0.21
H 0.01900 4.83982 2.38523 0.025 0.008 0.003 0.29
C 4.16730 -6.18292 -1.20479 0.021 -0.019 -0.029 -0.74
O 4.09690 -5.70230 -2.52997 0.003 0.096 0.071 -0.35
C 3.11199 -6.33092 -3.33648 0.076 -0.167 -0.056 -0.80
C 2.03079 -5.35653 -3.72773 -0.077 0.152 0.004 -0.21
N 1.24002 -4.96492 -2.57405 0.091 0.058 0.031 -0.30
C 0.27357 -3.90315 -2.82337 -0.099 -0.144 0.036 -0.77
C 0.80207 -2.53520 -3.22347 -0.051 0.071 -0.147 -0.49
O 1.52591 -1.88339 -2.20373 0.056 0.037 0.130 -0.32
C 2.90498 -2.18182 -2.13222 -0.003 0.062 0.075 -0.74
H 5.01163 -5.68874 -0.73016 0.026 0.023 0.019 0.25
H 3.26045 -5.95927 -0.63190 -0.016 -0.035 -0.022 0.31
H 4.33512 -7.26464 -1.18314 -0.005 -0.012 0.021 0.35
H 2.67865 -7.18437 -2.80803 -0.050 -0.019 0.011 0.41
H 3.60327 -6.70043 -4.24096 0.030 -0.022 0.013 0.39
H 1.37170 -5.83889 -4.45606 -0.013 0.021 -0.032 0.37
H 2.51651 -4.50673 -4.22993 -0.018 -0.036 -0.045 0.19
H 1.86287 -4.67615 -1.83084 0.003 0.009 0.025 0.10
H -0.31771 -3.77350 -1.91500 -0.033 -0.008 0.017 0.38
H -0.41388 -4.24464 -3.60447 -0.009 -0.005 -0.014 0.41
H -0.06070 -1.89895 -3.43347 0.000 0.027 -0.013 0.35
H 1.40334 -2.57494 -4.14064 0.014 -0.052 0.009 0.35
H 3.31837 -2.40021 -3.12054 0.023 -0.025 -0.018 0.36
H 3.11436 -3.02684 -1.46738 0.005 -0.011 -0.076 0.25
H 3.40656 -1.30374 -1.72766 0.011 0.017 0.008 0.29
```
Positions in Å, forces in eV/Å.

Properties
E_HOMO in hartree: -0.14768
Orbital gap in eV: 5.92
Largest force on an atom in eV Å⁻¹: 0.8
DFT total energy in a.u.: -3210.03005
Charge: -1